1.
DFT (ωB97M-V/def2-TZVPD) results for a structure of composition C33H24AsAuBrF5N6O4S2.

Positions of all 77 atoms, in Å:
Au  -0.1380  0.1920  0.4219
Br  -4.9563  4.7200  -2.4548
C  -5.3578  2.9055  -2.7848
C  -6.5089  2.3645  -2.2352
C  -6.8076  1.0330  -2.4580
C  -5.9224  0.2293  -3.1636
C  -4.7899  0.7884  -3.7525
C  -4.5155  2.1414  -3.5851
N  -6.3203  -1.1376  -3.3670
N  -5.5385  -2.0772  -3.1692
C  -4.2557  -1.8243  -2.5848
C  -3.1454  -2.2929  -3.2344
C  -1.8504  -2.0154  -2.7707
C  -1.6534  -1.2747  -1.6257
O  -0.4190  -0.8972  -1.2849
C  -2.8101  -0.8876  -0.8673
N  -2.6075  -0.1946  0.2841
C  -3.6284  0.1326  1.0331
C  -4.9498  -0.2276  0.7130
C  -5.1842  -0.8771  -0.4628
C  -4.1090  -1.1901  -1.3270
H  -7.1747  2.9878  -1.6547
H  -7.7202  0.5998  -2.0675
H  -4.1406  0.1815  -4.3699
H  -3.6803  2.6129  -4.0943
H  -3.2820  -2.8346  -4.1621
H  -0.9888  -2.3368  -3.3407
H  -3.4143  0.7083  1.9271
H  -5.7575  0.0267  1.3845
H  -6.1886  -1.1695  -0.7356
C  2.8467  -3.7637  1.4113
As  2.0825  -2.2155  0.5673
C  1.9858  -2.6286  -1.3038
C  3.4371  -0.8561  0.7173
S  0.1538  -1.8858  1.4857
H  3.8456  -3.9279  1.0106
H  2.2194  -4.6298  1.2111
H  2.8979  -3.5916  2.4844
H  2.9787  -2.9537  -1.6149
H  1.6624  -1.7527  -1.8589
H  1.2576  -3.4230  -1.4498
H  4.2023  -1.1209  -0.0125
H  3.8508  -0.8614  1.7212
H  3.0264  0.1237  0.4902
F  1.8999  0.1104  3.0841
C  1.0065  1.1153  3.1248
C  0.1335  1.3463  2.0740
C  -0.7321  2.4220  2.2463
F  -1.6705  2.6957  1.3276
C  -0.7154  3.2379  3.3650
F  -1.5690  4.2514  3.4738
C  0.1860  2.9807  4.3822
F  0.2196  3.7496  5.4626
C  1.0508  1.9097  4.2591
F  1.9298  1.6500  5.2258
O  -4.1858  6.2585  -6.7770
S  -3.2878  5.1610  -6.5121
O  -3.9051  3.9894  -5.9118
O  -2.3186  4.8647  -7.5496
C  -2.1908  5.7768  -5.1874
N  -1.8233  7.0603  -5.1483
C  -0.9941  7.4122  -4.1780
C  -0.5177  6.5248  -3.2159
C  -0.9644  5.2225  -3.3478
N  -1.7794  4.8573  -4.3277
C  -0.6429  4.0983  -2.4301
C  0.3938  4.0773  -1.4979
C  0.5828  2.9518  -0.7212
N  -0.1949  1.8664  -0.8460
C  -1.1996  1.8845  -1.7343
C  -1.4451  2.9668  -2.5348
H  -0.6979  8.4561  -4.1545
H  0.1344  6.8541  -2.4189
H  1.0684  4.9141  -1.3826
H  1.3762  2.8986  0.0114
H  -1.8084  0.9979  -1.8084
H  -2.2459  2.9551  -3.2621

## Properties
LUMO in hartree: -0.07870
Total energy in eV: -221568.1931
Net charge: 0

---

2.
DFT (ωB97M-V/def2-TZVPD) results for a structure of composition C33H24Cl2MnN8O3S.

Positions of all 72 atoms, in Å:
Mn  0.6517  0.8983  -0.1772
Cl  -1.4177  4.2584  5.7843
C  -1.5193  3.1998  4.3999
C  -0.4643  3.1846  3.5074
C  -0.4550  2.3555  2.3709
N  0.5907  2.3068  1.4613
C  1.4802  3.3189  1.3520
O  1.6218  4.2875  2.0962
C  2.4351  3.2463  0.0964
C  2.5846  4.6431  -0.4612
C  2.7497  4.8339  -1.7759
C  2.6606  3.7395  -2.7072
C  2.1852  2.5613  -2.2026
N  1.9541  2.2910  -0.9083
C  -1.6072  1.5338  2.2028
C  -2.6560  1.5692  3.1020
C  -2.6283  2.3964  4.2109
Cl  -3.9780  2.3983  5.3091
N  -1.7238  0.6129  1.1112
C  -1.6065  -0.7327  1.3773
O  -1.8480  -1.2207  2.4574
C  -1.1103  -1.3177  -1.0498
C  -2.2795  -1.5377  -1.7735
C  -2.2392  -1.3870  -3.1449
C  -1.0416  -1.0607  -3.7662
C  0.0693  -0.8623  -2.9658
N  0.0409  -0.9771  -1.6395
H  0.3846  3.8239  3.6800
H  2.6019  5.4513  0.2538
H  2.9019  5.8434  -2.1470
H  2.7771  3.8780  -3.7728
H  1.9114  1.7597  -2.8896
H  -3.5029  0.9189  2.9383
H  -3.1820  -1.8172  -1.2498
H  -3.1388  -1.5300  -3.7308
H  -0.9753  -0.9390  -4.8386
H  1.0260  -0.5831  -3.3943
S  1.4096  -1.1356  1.3783
C  0.1700  -2.1770  0.7662
N  0.2195  -3.4426  0.5707
N  1.4345  -4.0139  0.8407
C  1.5854  -5.3652  0.8482
C  2.8256  -5.9198  1.2122
C  3.0169  -7.2876  1.2031
C  1.9911  -8.1525  0.8348
C  0.7639  -7.6056  0.4795
C  0.5483  -6.2387  0.4830
N  -1.0683  -1.5605  0.3411
N  -1.4333  1.1128  -0.1718
C  -2.5203  1.4255  -0.9191
C  -2.2910  2.0088  -2.1866
C  -3.3313  2.2688  -3.0507
C  -4.6530  1.9862  -2.6993
C  -4.8938  1.4494  -1.4424
C  -3.8605  1.1724  -0.5605
H  2.1405  -3.4012  1.2390
H  3.6340  -5.2578  1.5005
H  3.9844  -7.6847  1.4890
H  2.1440  -9.2242  0.8283
H  -0.0544  -8.2578  0.1941
H  -0.4095  -5.8190  0.2131
H  -1.2700  2.2477  -2.4654
H  -3.1123  2.7099  -4.0176
H  -5.4681  2.1978  -3.3803
H  -5.9117  1.2348  -1.1326
H  -4.0776  0.7512  0.4125
C  4.1522  1.3316  0.5840
C  3.8097  2.7982  0.6673
O  4.5775  3.5896  1.1646
H  5.0918  1.1666  1.1084
H  4.2397  1.0341  -0.4617
H  3.3632  0.7126  1.0133

## Properties
Spin multiplicity: 6
LUMO (alpha / beta) in hartree: 0.15780 / 0.15779
Total energy in eV: -119877.3725
Net charge: -2

---

3.
DFT (ωB97M-V/def2-TZVPD) results for a structure of composition C33H24Cl5IN3Ru.

Positions of all 67 atoms, in Å:
Ru  0.2692  0.2244  -0.3048
I  1.9163  -1.6956  0.9335
C  1.6112  -0.7819  2.7823
C  2.4185  -1.1182  3.8274
C  2.1719  -0.5550  5.0972
C  1.1124  0.2847  5.2668
C  0.2656  0.6323  4.1833
C  -0.8375  1.4942  4.3851
C  -1.6347  1.8246  3.3312
C  -1.3377  1.3531  2.0331
C  -0.2644  0.5341  1.7455
C  0.5230  0.1261  2.8784
H  3.2359  -1.8140  3.6921
H  2.8156  -0.8096  5.9291
H  0.8968  0.7060  6.2419
H  -1.0332  1.8734  5.3812
H  -2.4862  2.4788  3.4789
H  -1.9825  1.6858  1.2273
C  4.9962  1.7254  2.3860
C  3.8811  2.3977  2.8695
C  2.7257  2.4590  2.1082
C  2.6969  1.8302  0.8719
C  3.7983  1.1497  0.3809
C  4.9568  1.1110  1.1412
N  1.4803  1.8432  0.1107
N  1.0257  3.0026  -0.0731
C  -0.1402  2.9303  -0.8334
C  -0.7132  4.0309  -1.3607
C  -1.7918  3.8883  -2.3151
C  -2.1109  2.6883  -2.8172
C  -1.4381  1.4286  -2.3567
C  -0.6139  1.5961  -1.1220
H  5.8972  1.6751  2.9835
H  3.9085  2.8686  3.8433
H  1.8355  2.9585  2.4672
H  3.7373  0.6691  -0.5872
H  5.8285  0.5930  0.7636
H  -0.3415  5.0127  -1.0941
H  -2.3107  4.7758  -2.6516
H  -2.9002  2.6095  -3.5483
H  -2.1987  0.6569  -2.1923
Cl  1.8592  -2.5247  -2.2013
C  0.8162  -1.3906  -3.0367
C  0.4147  -0.2358  -2.4214
C  -0.3818  0.7235  -3.3002
Cl  0.8568  2.0387  -3.8142
C  -0.9229  0.1794  -4.5711
Cl  -1.9572  1.1758  -5.5229
C  -0.5088  -1.0204  -5.0602
Cl  -1.0780  -1.5848  -6.5869
C  0.4071  -1.8115  -4.3264
Cl  0.9465  -3.2926  -5.0005
C  -3.8964  -2.9321  -1.6750
C  -2.5978  -3.3508  -0.9755
C  -1.7583  -4.2537  -1.8913
C  -2.8918  -4.0463  0.3583
C  -1.8025  -2.1430  -0.7054
N  -1.1384  -1.2352  -0.4973
H  -4.4858  -3.8240  -1.8903
H  -3.6862  -2.4235  -2.6166
H  -4.4887  -2.2703  -1.0427
H  -2.3256  -5.1588  -2.1125
H  -0.8210  -4.5344  -1.4113
H  -1.5226  -3.7518  -2.8309
H  -3.4677  -4.9519  0.1636
H  -3.4700  -3.4009  1.0194
H  -1.9680  -4.3238  0.8656

## Properties
Spin multiplicity: 2
LUMO (alpha / beta) in hartree: -0.04028 / -0.04636
Total energy in eV: -112372.6996
Net charge: 0

---

4.
DFT (ωB97M-V/def2-TZVPD) results for a structure of composition C33H24CuNO4S2.

Positions of all 65 atoms, in Å:
Cu  1.0613  1.5633  1.5136
S  3.2424  1.5734  5.5378
C  1.5404  1.5391  5.7256
C  0.9089  1.6135  4.5216
C  1.7666  1.7008  3.3650
C  3.0686  1.6993  3.7941
C  4.2904  1.7142  2.9769
C  5.4691  1.0818  3.4071
C  6.5674  1.0426  2.5742
C  6.4898  1.6441  1.3245
C  5.3019  2.2811  0.9996
N  4.2391  2.3351  1.7920
H  1.1005  1.4761  6.7101
H  -0.1713  1.6037  4.4316
H  5.4950  0.6026  4.3771
H  7.4703  0.5293  2.8871
H  7.3137  1.6162  0.6230
H  5.1980  2.7855  0.0428
O  -1.0716  -0.6078  1.1703
C  -2.3321  -0.0053  1.3618
C  -2.2522  1.5405  1.6508
O  -3.3594  2.1041  1.7169
O  -1.1110  2.0320  1.7568
C  -3.1451  -0.2385  0.0821
C  -3.1022  0.6936  -0.9529
C  -3.6926  0.4228  -2.1774
C  -4.3408  -0.7870  -2.3966
C  -4.3899  -1.7216  -1.3727
C  -3.7943  -1.4463  -0.1479
C  -2.9655  -0.6611  2.5830
C  -2.1762  -1.3640  3.4850
C  -2.7341  -1.9051  4.6393
C  -4.0843  -1.7467  4.9092
C  -4.8773  -1.0399  4.0104
C  -4.3228  -0.5040  2.8594
H  -0.4835  0.0325  0.7291
H  -2.5976  1.6378  -0.7901
H  -3.6430  1.1607  -2.9705
H  -4.7938  -1.0018  -3.3576
H  -4.8816  -2.6751  -1.5304
H  -3.8279  -2.1858  0.6433
H  -1.1210  -1.4677  3.2757
H  -2.0994  -2.4442  5.3334
H  -4.5156  -2.1585  5.8146
H  -5.9319  -0.8936  4.2154
H  -4.9298  0.0672  2.1696
C  0.7280  -2.9778  -6.3754
C  1.4280  -2.2009  -7.4641
O  1.9848  -2.7378  -8.3895
S  1.3030  -0.4010  -7.4349
C  1.2847  -0.0511  -5.7026
C  0.1423  0.4782  -5.1049
C  0.1317  0.7846  -3.7573
C  1.2612  0.5725  -2.9462
C  2.4021  0.0319  -3.5704
C  2.4197  -0.2622  -4.9203
C  1.2422  0.8874  -1.5647
C  1.1973  1.1263  -0.3613
H  1.1148  -3.9938  -6.3587
H  -0.3352  -2.9952  -6.6248
H  0.8308  -2.5107  -5.3998
H  -0.7459  0.6365  -5.7048
H  -0.7610  1.1836  -3.2939
H  3.2808  -0.1420  -2.9629
H  3.3153  -0.6672  -5.3774

## Properties
LUMO in hartree: 0.14159
Total energy in eV: -110600.9521
Net charge: -2

---

5.
DFT (ωB97M-V/def2-TZVPD) results for a structure of composition C33H24F12N4O6SV in a non-equilibrium geometry.

Positions of all 81 atoms, in Å:
V  0.6178  -0.5567  -0.8178
C  4.5764  2.8610  3.7086
C  3.5644  2.5774  2.6205
C  2.2353  2.9602  2.7446
C  1.3035  2.6416  1.7786
C  1.6312  1.9176  0.6255
N  0.6405  1.5241  -0.3210
C  -0.3615  2.4289  -0.6629
C  -0.2353  3.8211  -0.4112
C  -1.2370  4.7354  -0.6737
C  -2.4446  4.3581  -1.2490
C  -3.5672  5.3444  -1.4968
C  -2.5518  3.0287  -1.6217
C  -1.5613  2.0771  -1.3739
C  -1.7110  0.6719  -1.9366
O  -1.0649  -0.2658  -1.1451
C  -3.1946  0.1650  -2.1103
F  -3.2052  -1.1626  -2.2556
F  -3.9084  0.4613  -0.9980
F  -3.8553  0.6886  -3.1586
C  -1.0338  0.6531  -3.3764
F  0.1863  1.2031  -3.2995
F  -1.7188  1.3530  -4.2925
F  -0.8962  -0.5970  -3.8329
C  2.9826  1.5165  0.5063
C  3.9089  1.8485  1.4971
C  3.3260  0.5761  -0.6449
O  2.3272  -0.3984  -0.7317
C  3.4425  1.3592  -2.0272
F  4.7121  1.7863  -2.2240
F  2.6671  2.4466  -2.0705
F  3.1192  0.5850  -3.0662
C  4.6489  -0.2362  -0.4691
F  4.8418  -1.0276  -1.5338
F  5.7509  0.5244  -0.3266
F  4.5490  -1.0119  0.6153
H  4.3189  3.7695  4.2610
H  5.5810  2.9860  3.2961
H  4.6184  2.0391  4.4316
H  1.9114  3.4938  3.6383
H  0.2649  2.8907  1.9444
H  0.6977  4.1783  -0.0045
H  -1.0681  5.7842  -0.4288
H  -3.4225  6.2543  -0.9073
H  -4.5376  4.9207  -1.2221
H  -3.6307  5.6423  -2.5503
H  -3.4496  2.7289  -2.1541
H  4.9382  1.5315  1.3971
C  -4.0793  -1.8645  0.9778
C  -3.1992  -0.8425  1.6212
C  -3.6248  0.3667  2.0937
C  -2.6504  1.2267  2.6083
N  -1.3912  0.8909  2.7509
C  -0.9672  -0.3366  2.3003
S  0.6316  -0.8627  2.3671
N  -1.9168  -1.1530  1.7301
C  -3.0059  2.6343  2.9868
H  -5.0150  -1.4137  0.6491
H  -4.2973  -2.6589  1.6951
H  -3.5605  -2.3165  0.1287
H  -4.6590  0.6700  1.9912
H  -1.5618  -1.9401  1.1340
H  -4.0657  2.7356  3.2340
H  -2.7849  3.2863  2.1344
H  -2.3917  2.9567  3.8270
O  -1.1142  -3.1429  -0.1754
C  -0.0071  -3.4169  -0.7018
O  0.7856  -2.5094  -1.2027
C  0.4402  -4.8217  -0.7459
C  1.7668  -5.1562  -1.0591
C  2.1985  -6.4687  -1.0646
C  1.2906  -7.5139  -0.7614
C  -0.0527  -7.1863  -0.4519
C  -0.4514  -5.8649  -0.4434
N  1.7094  -8.8318  -0.7602
O  0.8550  -9.7658  -0.4789
O  2.9437  -9.0975  -1.0459
H  2.4579  -4.3519  -1.2900
H  3.2195  -6.7331  -1.2918
H  -0.7337  -7.9911  -0.2249
H  -1.4760  -5.6040  -0.2022

## Properties
Spin multiplicity: 4
LUMO (alpha / beta) in hartree: 0.13849 / 0.13845
Total energy in eV: -121993.6411
Net charge: -2

---

6.
DFT (ωB97M-V/def2-TZVPD) results for a structure of composition C33H25Cl3N4O4PTa in a non-equilibrium geometry.

Positions of all 71 atoms, in Å:
Ta  0.6411  0.5975  -2.5993
C  -2.8076  2.7926  2.6622
C  -2.3585  2.9640  1.3600
C  -1.4386  2.0819  0.8153
C  -0.9654  1.0257  1.5805
C  -1.3866  0.8679  2.8924
C  -2.3192  1.7447  3.4290
N  0.0252  0.1245  0.9926
C  1.3859  0.6150  1.1590
C  2.0321  0.4736  2.3772
C  3.2951  1.0153  2.5765
C  3.9070  1.7327  1.5621
C  3.2570  1.9157  0.3517
C  2.0051  1.3583  0.1497
N  1.3306  1.5512  -1.0871
N  1.7328  2.6201  -1.8703
C  0.7997  3.0847  -2.7355
C  1.0039  4.2915  -3.4588
C  -0.0141  4.7628  -4.2145
C  -1.2437  4.0409  -4.3198
C  -1.3720  2.8476  -3.7137
N  -0.3340  2.3284  -2.9500
H  -3.5268  3.4827  3.0811
H  -2.7276  3.7884  0.7646
H  -1.0911  2.2110  -0.2020
H  -0.9759  0.0730  3.5006
H  -2.6499  1.6146  4.4502
H  1.5319  -0.0361  3.1888
H  3.7855  0.8946  3.5325
H  4.8845  2.1680  1.7161
H  3.7059  2.4950  -0.4426
H  1.9414  4.8131  -3.3326
H  0.0922  5.7026  -4.7390
H  -2.0627  4.4355  -4.9028
H  -2.2565  2.2322  -3.7937
O  0.5301  -3.1588  -2.3903
C  0.4154  -2.2525  -1.6446
O  -0.1799  -1.0402  -2.0223
C  0.9105  -2.2463  -0.2116
P  -0.2514  -1.5248  0.9928
C  0.0830  -2.3904  2.5247
C  -0.9440  -2.5580  3.4578
C  -0.6828  -3.1999  4.6567
C  0.5929  -3.6808  4.9236
C  1.6127  -3.5258  3.9938
C  1.3626  -2.8830  2.7925
C  -1.9068  -1.9158  0.4703
C  -2.8010  -0.9985  -0.0809
C  -4.0315  -1.4399  -0.5370
C  -4.3646  -2.7868  -0.4671
C  -3.4672  -3.7039  0.0615
C  -2.2390  -3.2741  0.5349
H  1.8616  -1.7021  -0.1716
H  1.1073  -3.2763  0.0825
H  -1.9426  -2.1957  3.2470
H  -1.4758  -3.3344  5.3794
H  0.7912  -4.1886  5.8577
H  2.6016  -3.9107  4.2015
H  2.1678  -2.7669  2.0771
H  -2.5558  0.0515  -0.1360
H  -4.7351  -0.7274  -0.9456
H  -5.3278  -3.1231  -0.8259
H  -3.7261  -4.7524  0.1119
H  -1.5494  -3.9946  0.9584
Cl  2.5320  -1.0075  -6.8617
C  3.3065  -0.5185  -5.3792
Cl  4.3092  -1.7960  -4.7197
Cl  4.2366  0.9818  -5.5991
C  2.2691  -0.1005  -4.3475
O  2.5609  -0.0441  -3.0966
O  1.1029  0.2739  -4.6679

## Properties
LUMO in hartree: -0.23959
Total energy in eV: -97173.4372
Net charge: +2